Record 1
Here is a gas-phase ion, C2H4O3P (charge -1) at a distorted geometry from the Open Molecules 2025 dataset. Energies are from the ωB97M-V functional and the def2-TZVPD basis.

Cartesian coordinates (Å):
P 0.1574 0.1798 -1.5324
O 0.4438 -1.1811 -0.6093
O -1.2088 0.4053 -1.9556
O 1.2677 0.5391 -2.4534
C -0.4343 -0.0839 1.2777
C 0.5685 -0.0085 0.2281
H -1.1783 0.8417 1.1223
H -1.0866 -0.9259 1.0589
H 1.5418 0.3374 0.4304
H -0.0712 -0.1039 2.4334

Computed properties:
- Total charge: -1
- SMILES string: C[C@H]1O[P@@]1(=O)[O-]
- Relative energy (zero: lowest compared OMol25 entry of this formula, charge and spin): 93.3 kJ/mol

Löwdin atomic charge list, values in e, 5 entries: 0.281, -0.248, -0.350, -0.384, -0.147



Record 2
Here is 3 unconnected molecules or ions with the total composition C4H12N2O at a distorted geometry from the Open Molecules 2025 dataset. Energies are from the ωB97M-V functional and the def2-TZVPD basis.

Cartesian coordinates (Å):
O -2.2193 -1.4193 0.5313
N 0.1300 -1.4106 0.8144
N -0.8142 -1.4471 -1.2727
C 2.5034 0.4974 0.2521
C -0.2213 1.7960 -0.5005
C -0.9188 -1.2681 0.0900
C -1.3440 1.3139 0.0398
H 0.0252 1.6073 -1.5324
H -1.5986 1.5294 1.0684
H 1.5885 -0.1375 0.3848
H 0.0284 -1.8992 -1.5836
H 2.5759 1.2243 1.0531
H -1.6667 -1.6770 -1.7524
H 0.4683 2.4014 0.0633
H -2.2344 -1.5476 1.4877
H 3.3343 -0.1965 0.3395
H -2.1647 0.9968 -0.5882
H -0.0520 -1.3614 1.8116
H 2.5802 0.9977 -0.7063

Computed properties:
- SMILES string: [H]/N=C(/N)O.C=C.C
- Relative energy (zero: lowest compared OMol25 entry of this formula, charge and spin): 232.4 kJ/mol

Löwdin atomic charge list, values in e, 5 entries: 0.040, 0.102, 0.140, -0.078, -0.074



| no. | calculated total energy (eV) | LUMO level (eV) |
| --- | --- | --- |
| 1 | -17572.2666 | 4.241 |
| 2 | -9368.7848 | 0.608 |